{
  "formula": "C8H24ClO3S4",
  "method": "wB97M-V/def2-TZVPD",
  "total_charge": 1,
  "homo_ev": -10.4,
  "energy_ha": -2597.4688,
  "lumo_energy_ev": -5.71,
  "symbols": ["C", "H", "S", "H", "C", "S", "H", "C", "H", "H", "S", "O", "H", "Cl", "H", "H", "H", "H", "H", "H", "C", "H", "H", "H", "H", "H", "C", "C", "C", "H", "H", "S", "H", "H", "H", "O", "O", "C", "H", "H"],
  "xyz": [[1.420, 1.086, 1.259], [5.333, -0.816, -2.550], [-1.912, -0.989, 0.296], [1.600, 0.015, 1.204], [4.916, 0.177, -2.733], [2.849, 1.942, 0.581], [-1.411, -3.331, 0.159], [-6.188, 0.195, 3.328], [-5.897, 0.785, 4.197], [-2.905, -2.907, -0.733], [5.015, 0.591, -5.505], [-5.157, -1.323, 1.404], [4.254, 0.490, -1.920], [5.956, -1.166, -6.022], [2.029, 3.814, 1.823], [1.285, 1.375, 2.301], [-0.087, -1.641, -1.129], [3.098, 0.662, -3.962], [-0.511, 0.080, -1.307], [3.751, -0.972, -4.188], [-2.325, -2.736, 0.173], [-3.868, -0.755, 4.692], [1.248, 3.692, 0.217], [5.722, 0.896, -2.901], [0.530, 1.333, 0.683], [-1.536, -1.161, -2.065], [-0.910, -0.928, -1.203], [-4.095, -1.396, 3.841], [2.186, 3.605, 0.765], [-6.798, -0.655, 3.633], [2.912, 4.309, 0.361], [-4.709, -0.389, 2.480], [-3.185, -1.894, 3.510], [-6.751, 0.819, 2.637], [-4.842, -2.141, 4.116], [-0.983, -0.830, 1.457], [2.887, 1.643, -0.889], [4.020, 0.076, -4.028], [5.984, 1.446, -5.023], [-2.925, -3.003, 1.041]],
  "forces_ev_per_angstrom": [[0.110, 0.011, -0.135], [0.109, 0.277, 0.133], [-0.190, -0.015, -0.017], [0.001, 0.018, 0.003], [-0.775, -0.415, -1.021], [-0.169, 0.073, 0.373], [0.046, 0.089, 0.004], [-0.072, -0.045, 0.026], [0.041, 0.003, -0.026], [-0.061, 0.066, 0.038], [-0.817, -0.918, -0.767], [0.118, 0.014, 0.194], [0.281, 0.075, 0.064], [-0.213, 1.398, 0.588], [0.035, -0.053, 0.009], [0.035, -0.001, 0.000], [-0.025, -0.013, 0.058], [0.367, 0.332, -0.414], [-0.045, 0.009, 0.045], [0.044, 0.242, -0.485], [0.133, -0.093, 0.029], [0.019, 0.028, -0.036], [0.009, -0.079, -0.004], [-0.140, -0.012, 0.406], [0.029, 0.032, -0.006], [-0.044, 0.015, 0.039], [0.149, -0.057, -0.016], [-0.039, -0.098, 0.032], [0.010, 0.037, -0.141], [0.049, -0.036, -0.041], [0.035, -0.056, 0.011], [-0.051, 0.012, 0.011], [0.019, 0.095, -0.052], [0.067, -0.016, -0.047], [-0.042, 0.037, -0.061], [0.012, -0.119, -0.166], [-0.121, -0.018, -0.178], [1.328, 0.007, 1.387], [-0.165, -0.944, 0.204], [-0.076, 0.119, -0.038]]
}

---

{
  "formula": "C30H47BF3IrN8S3",
  "method": "wB97M-V/def2-TZVPD",
  "multiplicity": 2,
  "total_charge": 3,
  "homo_ev": [-16.9, -16.8],
  "energy_ha": -3231.8999,
  "de_lowest_kj_mol": 167.0,
  "s_squared": 0.760,
  "lumo_energy_ev": [-10.23, -11.46],
  "symbols": ["H", "H", "H", "H", "H", "H", "C", "B", "C", "H", "H", "F", "C", "H", "C", "H", "H", "C", "N", "C", "H", "F", "H", "H", "N", "H", "H", "F", "C", "S", "H", "C", "C", "C", "H", "H", "N", "H", "S", "H", "H", "H", "C", "H", "H", "H", "C", "H", "N", "C", "H", "N", "H", "C", "H", "Ir", "C", "C", "H", "H", "C", "H", "N", "N", "C", "H", "H", "H", "C", "H", "N", "H", "C", "S", "C", "C", "C", "C", "C", "H", "C", "C", "H", "H", "H", "H", "H", "C", "C", "H", "H", "H", "C"],
  "xyz": [[1.691, 4.202, 0.225], [-0.451, -3.670, -3.742], [1.496, 2.866, 3.934], [4.879, -3.407, 0.181], [-4.938, -1.462, 1.657], [-5.040, 0.820, -2.127], [-0.371, 4.428, 3.003], [0.184, -0.929, 0.526], [-3.702, 2.009, -0.017], [-2.928, -3.655, 3.661], [2.436, 3.609, -2.765], [3.447, -4.659, 1.889], [1.362, -0.205, 2.607], [0.808, 3.331, -2.154], [-4.363, 0.163, -1.583], [1.810, -4.265, -1.501], [0.191, -0.225, -4.674], [-0.001, -1.810, -1.743], [0.437, -0.785, -0.984], [-1.693, -2.291, 1.561], [-6.234, -0.332, 0.309], [1.673, -4.795, 3.116], [2.989, -2.235, -1.918], [3.546, 2.029, -4.288], [3.426, -1.989, 0.712], [-3.378, 0.226, -2.049], [2.272, 4.364, 1.892], [1.716, -5.752, 1.181], [2.331, 0.448, 4.872], [1.654, -1.873, 2.964], [-4.570, -3.395, 3.060], [-4.295, 0.603, -0.110], [-0.919, 3.777, 0.658], [1.676, 0.787, 3.573], [3.583, 0.888, -2.944], [2.183, 2.502, -1.411], [0.951, 0.347, -1.473], [-5.690, 0.802, 1.564], [-0.610, -3.584, 1.942], [-1.080, 3.792, 3.535], [-0.220, 2.359, -4.399], [-0.651, 3.172, -0.205], [4.365, -2.573, -0.295], [0.977, 1.612, -5.476], [-3.707, 2.368, 1.013], [-0.898, 5.340, 2.723], [1.292, 2.056, 3.246], [1.573, 0.231, 5.628], [0.351, 1.391, 1.171], [2.096, -4.673, 1.873], [-1.864, 3.410, 1.058], [-2.101, -0.295, 0.348], [5.110, -1.840, -0.600], [-0.199, -1.626, -3.126], [1.233, 3.231, -4.862], [1.421, -2.934, 0.842], [3.000, 1.218, -3.806], [-3.059, -2.396, 1.931], [-6.286, 1.394, 0.023], [-4.310, 2.692, -0.610], [-3.387, -0.394, 0.593], [-4.738, -0.858, -1.681], [2.476, -3.940, -0.801], [-1.286, -1.229, 0.861], [3.508, -3.062, -1.430], [2.924, 1.289, 5.226], [3.842, -2.031, 1.640], [2.923, -4.784, -0.438], [1.611, 1.726, -3.374], [2.982, -0.422, 4.797], [0.761, 0.140, 1.465], [0.422, 4.723, 3.690], [0.262, -0.430, -3.614], [-0.278, -3.294, -0.885], [0.899, 0.525, -2.777], [-3.535, -3.541, 2.760], [0.603, 2.340, 2.039], [-0.843, -2.676, -3.967], [0.847, 2.246, -4.599], [2.928, 0.398, -4.522], [-3.883, -1.427, 1.431], [1.414, 4.513, 1.234], [-3.470, -4.473, 2.194], [4.068, -3.616, -2.183], [-0.692, -2.472, -5.024], [3.277, -1.000, 0.516], [-1.071, 4.804, 0.327], [0.167, 3.758, 1.728], [1.767, 2.854, -2.355], [1.200, 5.582, 1.216], [-2.681, 2.040, -0.394], [-1.918, -2.700, -3.776], [-5.703, 0.603, 0.491]],
  "forces_ev_per_angstrom": [[0.002, -0.020, 0.047], [0.010, 0.003, -0.003], [0.026, 0.013, 0.008], [0.041, 0.008, -0.006], [-0.032, -0.002, 0.016], [-0.009, 0.012, -0.007], [0.035, 0.031, -0.020], [0.103, -0.018, 0.073], [-0.024, -0.056, -0.058], [0.003, -0.006, 0.009], [-0.017, 0.011, -0.008], [-0.061, 0.007, -0.024], [-0.068, 0.122, -0.010], [-0.061, 0.006, 0.045], [0.003, 0.009, -0.004], [-0.011, 0.012, 0.029], [-0.031, 0.001, -0.021], [-0.040, -0.011, 0.104], [-0.031, -0.114, 0.042], [0.056, 0.028, 0.060], [-0.006, -0.011, 0.002], [0.015, 0.005, -0.004], [0.005, -0.006, -0.034], [-0.001, 0.003, -0.010], [-0.115, -0.011, -0.295], [0.019, -0.005, -0.011], [0.004, 0.021, 0.025], [-0.042, 0.071, 0.009], [0.053, -0.001, 0.046], [-0.088, -0.207, -0.214], [-0.002, -0.015, -0.010], [-0.057, -0.022, -0.010], [-0.013, 0.119, 0.063], [-0.072, -0.012, -0.196], [0.019, -0.003, 0.026], [0.024, 0.002, -0.035], [0.008, 0.076, -0.034], [0.002, 0.010, 0.013], [-0.071, -0.089, -0.120], [-0.028, -0.018, -0.008], [0.002, 0.019, 0.018], [0.038, -0.016, -0.074], [-0.111, -0.031, 0.101], [-0.015, -0.018, -0.011], [-0.028, -0.034, 0.010], [0.024, 0.018, 0.002], [0.070, -0.058, 0.014], [0.003, -0.029, 0.007], [0.007, -0.038, -0.010], [0.306, 0.036, 0.318], [0.136, 0.051, 0.009], [-0.067, 0.034, 0.019], [-0.029, 0.014, -0.056], [0.068, 0.214, 0.030], [0.023, -0.017, -0.030], [-0.144, 0.212, 0.048], [-0.006, 0.024, 0.008], [0.098, 0.112, -0.099], [0.001, -0.003, -0.017], [-0.019, 0.023, 0.001], [0.021, 0.027, 0.003], [-0.007, -0.011, 0.003], [-0.012, -0.127, 0.077], [0.027, -0.250, 0.098], [-0.177, -0.018, 0.106], [-0.026, 0.002, 0.029], [-0.037, -0.028, 0.036], [0.034, 0.030, -0.016], [-0.025, -0.030, 0.006], [0.021, 0.002, -0.010], [0.040, 0.017, 0.114], [0.006, -0.014, 0.024], [-0.013, -0.140, -0.007], [0.157, 0.301, -0.295], [0.113, -0.004, 0.135], [-0.044, -0.032, 0.036], [-0.052, -0.016, -0.028], [-0.010, -0.056, -0.053], [-0.005, 0.064, -0.013], [-0.004, -0.023, -0.012], [0.065, -0.049, 0.023], [0.016, 0.030, -0.019], [0.006, -0.015, 0.012], [0.042, -0.014, 0.034], [-0.018, -0.009, -0.006], [0.038, -0.003, -0.017], [-0.013, 0.008, 0.011], [0.027, -0.006, -0.018], [0.012, -0.036, 0.063], [-0.007, 0.010, -0.043], [-0.083, -0.051, -0.030], [-0.007, -0.006, 0.006], [0.008, -0.014, -0.012]]
}

---

{
  "formula": "C4H8N2",
  "method": "wB97M-V/def2-TZVPD",
  "smiles": "C1N[C@H]1[C@H]1CN1",
  "total_charge": 0,
  "homo_ev": -8.8,
  "energy_ha": -266.5956,
  "de_lowest_kj_mol": 331.9,
  "lumo_energy_ev": 1.09,
  "symbols": ["N", "C", "H", "H", "C", "H", "H", "H", "H", "C", "H", "N", "C", "H"],
  "xyz": [[1.558, -1.216, 0.379], [0.597, -0.760, -0.603], [-2.270, -0.961, 0.195], [-0.383, 0.990, -1.201], [-1.950, 0.066, 0.083], [2.429, 0.489, -0.764], [-0.910, 1.531, 1.067], [1.210, -1.267, 1.328], [1.464, 0.897, 0.729], [-0.542, 0.215, -0.447], [-2.759, 0.791, -0.098], [-0.854, 0.530, 0.922], [1.694, 0.148, -0.053], [0.681, -1.340, -1.537]],
  "forces_ev_per_angstrom": [[-0.185, -0.395, 0.408], [0.284, 1.059, -0.216], [-0.190, 0.005, 0.576], [-0.294, 0.207, 0.425], [0.126, -0.405, -0.421], [0.844, -0.494, 0.191], [-0.166, -0.005, 0.073], [-0.142, 0.128, 0.098], [-0.291, -0.384, -0.906], [-1.537, -0.169, -0.146], [0.574, -0.402, -0.433], [0.057, 0.282, 0.496], [0.846, -0.292, -0.405], [0.073, 0.864, 0.259]]
}

---

{
  "formula": "C10H13NSSi",
  "method": "wB97M-V/def2-TZVPD",
  "smiles": "C[Si](C)(/N=C1/CS1)c1ccccc1",
  "total_charge": 0,
  "homo_ev": -8.6,
  "energy_ha": -1131.2360,
  "de_lowest_kj_mol": 0.0,
  "lumo_energy_ev": 0.75,
  "symbols": ["H", "H", "N", "H", "H", "C", "C", "H", "H", "H", "C", "H", "C", "C", "H", "C", "C", "H", "Si", "H", "C", "C", "H", "S", "C", "H"],
  "xyz": [[0.306, 2.042, -2.005], [1.096, 2.959, -0.846], [1.796, -0.564, -0.504], [-0.109, -2.351, -0.406], [4.646, -2.105, -1.209], [0.350, 2.150, -0.975], [0.701, 0.909, 1.859], [0.400, 1.929, 2.166], [-2.419, 0.993, 0.280], [-0.681, 2.472, -0.784], [-1.143, -0.595, -0.080], [-4.485, -0.428, 0.453], [-1.086, -1.997, -0.223], [-3.523, -0.906, 0.316], [1.731, 0.972, 2.063], [2.972, -0.664, -0.402], [-2.178, -2.781, -0.288], [-4.275, -3.105, -0.148], [0.470, 0.485, 0.143], [-1.919, -3.820, -0.442], [4.275, -1.049, -0.989], [-3.458, -2.288, 0.029], [4.609, -0.299, -1.710], [4.426, -0.333, 0.655], [-2.425, -0.089, 0.189], [0.317, 0.034, 2.404]],
  "forces_ev_per_angstrom": [[0.202, -0.996, -2.149], [-0.502, -0.462, 0.638], [-4.462, 1.169, -0.257], [0.876, -0.965, -0.185], [-0.833, 1.422, 0.531], [-0.045, -0.888, 2.201], [-0.436, 0.452, 1.173], [-0.754, -0.820, 0.002], [-0.930, -0.014, 0.265], [0.212, 0.501, 0.497], [0.132, -0.264, 0.784], [-0.095, -0.127, 0.250], [1.415, 2.848, -0.433], [-1.602, -0.907, -0.872], [1.691, -0.289, 0.174], [4.378, -0.758, 0.235], [-0.961, -0.987, 0.909], [0.974, 2.287, 0.896], [-0.395, -0.009, -3.559], [-0.792, -0.263, -0.204], [0.014, -0.690, -1.127], [0.332, -1.244, -1.054], [-0.053, -0.521, -0.241], [-0.130, 0.289, 1.151], [1.941, 0.504, -0.100], [-0.177, 0.732, 0.474]]
}

---

{
  "formula": "C4H9NO",
  "method": "wB97M-V/def2-TZVPD",
  "smiles": "CC(C)=N.C=O",
  "total_charge": 0,
  "homo_ev": -9.5,
  "energy_ha": -287.7640,
  "de_lowest_kj_mol": 179.7,
  "lumo_energy_ev": 0.90,
  "symbols": ["C", "H", "H", "C", "O", "H", "C", "H", "H", "H", "C", "H", "H", "N", "H"],
  "xyz": [[-1.128, 0.028, 0.864], [1.115, 0.515, -1.486], [-0.706, -0.105, -2.599], [-0.448, 0.171, -0.474], [1.947, 0.024, 2.510], [-1.754, 0.909, 1.056], [2.382, -0.297, 1.431], [-2.004, -0.812, -1.607], [2.117, -1.256, 0.947], [-1.790, -0.845, 0.876], [-1.317, 0.034, -1.701], [-0.391, -0.055, 1.666], [3.102, 0.325, 0.869], [0.799, 0.426, -0.518], [-1.925, 0.937, -1.834]],
  "forces_ev_per_angstrom": [[0.032, -0.026, 0.044], [-0.033, -0.022, 0.069], [-0.105, 0.055, 0.128], [0.120, 0.068, 0.017], [0.205, -0.148, -0.418], [0.072, -0.117, -0.067], [-0.027, 0.044, 0.299], [0.089, 0.119, 0.004], [0.025, 0.083, 0.138], [0.105, 0.121, -0.024], [-0.007, -0.020, -0.075], [-0.127, 0.049, -0.147], [-0.069, -0.025, 0.149], [-0.329, -0.061, -0.173], [0.048, -0.120, 0.057]]
}

---

{
  "formula": "C2H2FOP",
  "method": "wB97M-V/def2-TZVPD",
  "smiles": "[H]/P=C/C(=O)F",
  "total_charge": 0,
  "homo_ev": -10.7,
  "energy_ha": -593.8140,
  "de_lowest_kj_mol": 65.6,
  "lumo_energy_ev": -1.35,
  "symbols": ["F", "P", "O", "C", "H", "H", "C"],
  "xyz": [[-1.737, 0.486, 0.723], [0.193, 1.142, -1.162], [-1.026, -1.420, 1.413], [0.421, -0.069, -0.042], [1.531, -0.559, 0.120], [1.335, 0.875, -1.847], [-0.716, -0.457, 0.795]],
  "forces_ev_per_angstrom": [[0.710, 0.336, -0.335], [-1.397, -0.039, 0.369], [1.413, -0.153, -0.216], [3.110, -0.829, 0.508], [-3.413, 0.801, -0.396], [1.485, 0.040, -0.536], [-1.907, -0.156, 0.605]]
}